{
  "formula": "CH6O2",
  "method": "the ωB97M-V functional and the def2-TZVPD basis",
  "gap_ev": 11.17,
  "multiplicity": 1,
  "e_lumo_ev": 0.730,
  "total_energy_ev": -5228.61638,
  "e_homo_ev": -10.4,
  "relative_energy_ev": 0.274,
  "charge": 0,
  "symbols": ["O", "C", "H", "H", "H", "H", "O", "H", "H"],
  "coordinates": [[1.269, 2.047, -0.406], [0.558, 0.884, 0.001], [2.233, 1.898, -0.315], [1.025, 0.540, 0.939], [0.571, 0.052, -0.724], [-0.491, 1.155, 0.207], [-1.673, -2.336, 0.470], [-2.418, -1.790, 0.130], [-1.075, -2.449, -0.303]],
  "forces_ev_per_a": [[0.551, -0.025, -0.374], [0.329, -0.133, 0.818], [-1.018, -0.008, -0.083], [-0.495, -0.252, -0.210], [0.104, 0.387, 0.016], [0.521, 0.017, -0.160], [-0.123, 0.473, -1.136], [0.813, -0.592, 0.325], [-0.682, 0.132, 0.804]],
  "mulliken_charge": [-0.52, -0.41, 0.31, 0.25, 0.19, 0.20, -0.65, 0.32, 0.32]
}